95
Properties=species:S:1:pos:R:3:forces:R:3 method="wB97M-V/def2-TZVPD" homo_energy_ev=-8.23 max_force_ha_per_bohr=0.0757 orbital_gap_ha=0.2172 e_tot_ha=-2375.10812 charge=+1 relative_energy_kcal_mol=0.0
P -0.764 1.754 1.861 -0.80 0.12 -0.58
P 0.697 -0.978 -2.390 -0.29 0.03 0.29
Mg 0.338 0.235 0.039 -1.11 0.61 -0.47
O 3.260 0.101 2.021 -3.05 0.63 -0.31
N -0.065 -1.614 0.738 -1.15 -2.95 1.46
N -1.563 0.545 -0.931 0.32 -0.06 0.07
N 1.688 1.499 -0.777 2.35 2.46 -0.58
C -2.261 -3.568 2.609 -0.42 0.45 0.14
C 0.845 3.968 1.483 0.04 0.10 -0.06
C 2.489 2.280 -1.104 -1.84 -1.70 0.87
C -0.472 -2.588 1.237 1.03 1.56 -0.43
C -1.113 4.398 2.930 0.11 0.25 0.24
C -3.298 -0.084 -2.462 1.05 -0.67 -0.22
C -1.759 0.779 3.181 0.55 0.52 0.07
C -2.808 -0.074 2.460 -0.06 0.08 -0.02
C -0.768 -0.129 3.932 -0.23 0.02 0.21
C -2.017 -0.231 -1.928 -0.86 -0.22 -0.35
C 1.637 -2.648 -2.299 -0.22 0.43 -0.29
C -2.347 1.580 -0.459 0.70 0.48 1.14
C -1.955 2.315 0.698 -0.18 0.11 -0.94
C 0.964 -0.031 -4.012 0.25 -0.50 0.21
C 4.010 4.102 -0.321 -0.04 0.16 0.43
C 2.328 -3.037 -3.608 0.20 -0.42 0.03
C 2.145 0.252 1.787 3.74 -1.04 0.31
C -3.569 1.881 -1.120 -0.49 -0.32 -0.64
C -0.932 -5.020 1.081 0.13 -0.14 -0.48
C -4.069 1.015 -2.075 0.25 0.86 0.76
C 0.810 3.019 3.816 -0.03 0.41 -0.06
C 2.441 0.399 -4.103 -0.02 0.00 -0.25
C -1.118 -1.345 -2.484 -0.23 -0.23 0.06
C 0.163 -4.026 3.113 0.51 0.29 0.18
C 2.695 -2.467 -1.187 0.01 -0.10 -0.19
C 0.090 1.234 -3.965 -0.05 0.01 0.07
C -2.486 1.713 4.151 -0.24 -0.33 0.34
C 3.483 3.254 -1.489 0.65 0.56 -0.51
C 0.560 -0.860 -5.241 0.20 0.24 -0.36
C 0.681 -3.781 -1.916 0.06 -0.20 0.02
C -0.043 3.362 2.578 -0.16 -0.73 0.04
C -0.873 -3.804 2.009 -0.31 -0.29 -0.01
H -3.505 0.556 1.892 0.22 -0.17 0.09
H -2.242 -2.721 3.310 -0.08 -0.28 -0.24
H -2.986 -3.351 1.811 0.11 -0.03 0.29
H 0.192 2.704 4.669 0.25 0.05 -0.28
H 1.602 -3.239 -4.405 0.26 0.08 0.24
H 4.315 2.716 -1.970 -0.29 0.07 0.07
H 0.058 -5.240 0.662 -0.23 -0.01 0.04
H 1.164 -4.153 2.676 -0.22 -0.01 0.18
H -3.185 2.374 3.623 0.20 -0.12 0.08
H 2.226 -2.306 -0.205 0.12 -0.03 -0.26
H 0.314 1.842 -4.855 -0.04 -0.15 0.20
H -4.099 2.772 -0.787 -0.06 -0.30 -0.15
H 4.418 3.481 0.485 -0.17 0.06 -0.19
H 2.580 0.947 -5.048 0.04 -0.09 0.26
H -3.082 1.095 4.842 0.06 0.16 -0.09
H -1.315 -2.276 -1.930 0.09 0.35 -0.07
H -3.637 -0.810 -3.198 0.00 0.27 0.04
H -0.410 -1.357 -5.121 0.26 0.11 -0.07
H -0.592 5.285 3.322 -0.18 -0.09 -0.09
H -2.493 3.248 0.878 -0.13 -0.45 0.05
H 4.816 4.766 -0.647 -0.18 -0.21 -0.18
H 1.348 3.931 4.119 -0.05 -0.28 0.03
H 3.034 3.907 -2.254 0.09 -0.27 0.16
H -1.683 4.709 2.048 0.13 -0.06 0.20
H -1.807 4.060 3.704 0.18 0.13 -0.26
H -0.298 -0.857 3.255 -0.11 0.25 0.19
H 1.688 3.319 1.227 -0.08 0.01 0.15
H 0.293 1.844 -3.075 -0.13 -0.15 -0.17
H 1.555 2.237 3.603 -0.20 0.21 0.07
H -2.347 -0.795 1.773 -0.17 0.22 0.06
H -1.316 -0.684 4.713 0.22 0.06 -0.14
H 3.061 -2.294 -3.945 -0.28 -0.28 0.04
H 2.882 -3.973 -3.430 -0.09 0.20 -0.08
H -5.043 1.187 -2.527 0.14 0.02 0.08
H 1.313 -1.608 -5.516 -0.24 0.24 0.10
H 3.136 -0.450 -4.112 -0.21 0.34 0.01
H 1.263 -4.707 -1.797 -0.10 0.19 0.00
H -0.979 0.989 -3.991 0.20 0.11 0.06
H 0.027 0.447 4.429 -0.21 -0.18 -0.11
H 0.188 -3.167 3.799 0.02 -0.27 -0.14
H -1.274 -5.907 1.634 0.10 0.39 -0.03
H -0.066 -3.968 -2.700 0.15 0.06 0.23
H -3.397 -0.632 3.206 0.20 0.09 -0.14
H -1.807 2.313 4.768 -0.19 -0.17 -0.19
H 0.462 -0.174 -6.096 0.01 -0.17 0.12
H 2.721 1.064 -3.275 -0.10 -0.20 -0.25
H 0.278 4.166 0.563 0.04 -0.12 0.22
H -0.078 -4.928 3.693 -0.05 0.27 -0.27
H 3.216 4.734 0.092 0.15 -0.20 -0.07
H -2.607 -4.459 3.154 0.29 0.20 -0.23
H 1.252 4.929 1.835 -0.06 -0.21 -0.01
H 0.171 -3.586 -0.965 0.10 -0.05 -0.36
H -1.636 -4.841 0.258 0.17 -0.12 0.14
H -1.406 -1.554 -3.523 -0.09 0.06 0.36
H 3.360 -1.616 -1.398 -0.14 -0.22 0.05
H 3.311 -3.377 -1.128 -0.10 0.23 0.03

***

96
Properties=species:S:1:pos:R:3:forces:R:3 method="wB97M-V/def2-TZVPD" homo_energy_ev=-10.92 max_force_ha_per_bohr=0.1330 orbital_gap_ha=0.4060 smiles=CCCC#N.CCCC#N.CCCC#N.CCCC#N.CCCC#N.CCCC#N.CCCC#N.CCCC#N e_tot_ha=-1690.77710 charge=0 relative_energy_kcal_mol=81.6
N 3.757 -8.425 1.714 -0.45 0.77 -1.21
N 2.203 -1.543 6.756 1.62 3.79 4.68
N -5.756 -0.489 -1.253 0.55 0.86 -0.36
N 1.951 -2.690 1.121 -3.38 0.07 -1.29
N -0.269 -1.568 -3.567 -2.10 0.31 -4.85
N -0.511 3.104 1.760 -0.24 -0.28 0.22
N -1.753 5.227 -3.503 -0.26 0.65 0.07
N 2.694 1.976 1.399 -2.29 -1.24 4.17
C -4.423 1.598 -2.032 0.44 1.21 -0.02
C -0.471 -2.536 -0.081 0.32 -0.33 0.38
C 3.861 -2.976 3.727 -0.91 0.88 0.68
C 3.508 -7.785 0.780 0.10 -0.62 1.12
C -1.100 -2.677 -6.903 -0.67 -0.01 -1.30
C 2.176 -5.903 -0.419 -1.87 -0.81 -0.34
C -0.732 -1.512 -4.670 2.22 -0.75 4.89
C 0.213 6.289 3.270 1.51 -0.81 -0.83
C -0.407 2.218 -2.773 0.97 -0.32 0.02
C 0.303 -2.740 -7.421 1.37 -1.74 0.88
C -1.047 7.031 3.466 -0.94 1.19 0.20
C 3.305 -6.933 -0.387 0.31 1.51 -0.58
C 2.154 1.679 2.421 2.22 1.23 -3.24
C 1.900 -2.210 5.928 -1.43 -4.36 -5.07
C -1.278 -1.454 -6.023 -0.39 0.01 -0.08
C -5.179 0.448 -1.611 -1.34 -1.32 0.62
C 0.867 -2.639 0.658 1.56 0.33 0.29
C -1.400 4.186 -3.817 -0.08 -0.84 0.00
C 1.745 2.280 4.856 -0.30 3.72 0.41
C 2.686 -3.877 4.152 1.08 -0.02 -0.39
C 0.751 -6.588 -0.433 1.08 1.43 0.35
C -0.760 -0.029 0.456 -0.35 -0.93 -0.81
C -5.081 2.968 -1.791 -1.00 2.02 -0.62
C 1.548 1.329 3.725 -0.69 -1.03 0.34
C 3.118 2.841 5.109 0.75 -1.23 -0.65
C -6.252 3.285 -2.798 0.26 -0.69 0.43
C -0.096 4.165 1.880 -0.24 0.21 -0.28
C 1.519 -3.066 4.769 0.36 0.49 0.15
C 0.547 3.019 -1.898 -0.98 -1.10 0.37
C -0.888 2.834 -4.086 -0.63 0.20 0.26
C -1.425 -1.447 0.430 0.89 1.27 1.78
C 0.455 5.513 1.910 0.16 -0.16 1.22
H 0.059 -5.748 -0.498 -0.42 -0.23 0.24
H -0.021 3.836 -1.454 0.71 0.59 -0.28
H -2.453 -1.452 0.068 0.37 -0.24 -0.90
H -0.195 0.102 -0.467 0.11 0.21 -0.05
H 3.711 1.935 5.236 0.66 0.23 0.81
H 0.551 -7.218 -1.300 0.37 -0.12 0.05
H -1.926 6.419 3.265 0.00 -0.09 0.12
H -1.734 -2.642 -7.789 -0.41 0.88 -0.01
H 1.491 3.191 -2.416 -0.17 0.64 0.19
H 3.226 -7.488 -1.322 0.21 -0.41 0.26
H -0.239 2.955 -4.953 0.46 -0.51 0.28
H 0.738 2.334 -1.071 0.41 0.21 0.24
H 3.419 -2.289 3.006 0.36 0.24 -0.04
H -3.492 1.524 -1.470 0.26 0.17 -0.19
H 1.528 5.368 1.791 0.11 0.06 -0.01
H -1.492 -3.617 -6.513 0.68 -0.03 0.77
H 1.149 -2.325 4.060 -0.09 -0.19 -0.42
H 0.091 1.263 -2.941 -0.18 -0.15 -0.50
H 0.461 1.342 3.639 -0.06 -0.53 -0.68
H -0.700 -0.686 -6.537 -0.50 0.53 0.06
H -0.976 -3.497 0.005 0.17 -0.18 0.14
H 3.118 3.514 5.966 0.28 -0.19 -0.09
H 1.128 6.870 3.380 -0.29 0.66 -0.03
H 3.582 3.288 4.229 -0.28 0.43 -0.03
H 0.941 -2.805 -6.540 0.42 -0.03 0.04
H 3.048 -4.650 4.830 -0.25 -0.03 0.14
H -2.339 -1.222 -5.927 0.06 0.42 -0.09
H 1.321 2.137 5.850 -0.19 -1.62 -0.26
H 4.725 -3.436 3.246 -0.24 -0.39 0.24
H 2.458 -4.349 3.196 -1.00 -0.26 0.33
H 0.245 5.694 4.183 0.37 -1.09 -0.56
H 0.660 -3.656 5.089 0.14 -0.24 -0.14
H -5.323 3.181 -0.750 -0.79 -0.94 0.16
H -6.739 4.261 -2.795 0.00 0.07 1.27
H -0.061 0.022 1.291 -0.04 0.18 -0.08
H -1.316 1.961 -2.230 0.03 0.14 0.26
H -0.248 -2.423 -1.142 0.19 0.22 0.00
H -1.698 2.142 -4.318 -0.28 0.45 -0.79
H -1.590 -1.621 1.493 -0.07 -0.48 0.19
H 0.123 6.021 1.004 -0.21 0.32 0.25
H -6.989 2.494 -2.666 -0.31 0.17 -0.46
H 2.260 -5.314 -1.332 0.26 -0.37 -0.42
H 0.438 -3.697 -7.926 0.15 0.04 -0.21
H 0.617 -7.140 0.497 -0.25 -0.03 -0.11
H 1.853 0.336 4.055 0.17 -0.24 -0.46
H 4.164 -2.409 4.607 0.44 0.15 -0.12
H -5.922 3.364 -3.834 0.51 -0.94 -0.11
H -1.486 0.782 0.524 0.06 -0.10 0.20
H -4.463 3.861 -1.881 1.25 -0.61 -0.66
H 1.131 3.143 4.599 -0.22 0.41 -0.37
H 4.165 -6.269 -0.467 0.63 -0.52 -0.03
H -1.029 7.308 4.520 -0.51 0.08 0.08
H -4.229 1.487 -3.098 0.25 0.00 -0.03
H 0.764 -1.974 -8.045 -0.86 0.38 -0.06
H 2.237 -5.084 0.298 0.05 -0.61 0.69
H -1.177 7.973 2.932 0.21 -0.09 -0.36